A molecular structure, C35H33AsN5O4Pt, computed with wB97M-V/def2-TZVPD.

Energy relative to the best compared isomer or geometry (same formula, charge and spin) (kJ/mol): 0.00
E (eV): -116548.5355

Structure (ORCA input):
```
! RIJCOSX wB97M-V def2-TZVPD def2/J DEFGRID3
* xyz 1 1
Pt 0.12 0.49 -0.53
As -0.09 -1.84 -0.51
O 0.38 2.56 -0.88
O 2.16 0.43 -0.47
O 1.05 4.34 0.14
O 0.54 2.58 1.29
N -1.89 0.82 -0.63
N 4.28 0.38 0.21
N -1.70 6.08 0.78
N -0.34 6.33 -1.14
N 0.68 3.20 0.22
C -4.13 3.41 0.87
C -2.57 -4.54 -2.27
C -0.69 6.61 0.11
C 4.16 2.64 1.22
C 2.56 -2.58 -1.31
C -2.43 5.15 0.15
C 3.98 -4.17 -0.19
C -2.76 0.10 -1.36
C -1.44 -2.40 2.07
C -1.90 -3.68 -1.40
C -1.36 -3.61 -4.14
C 4.59 1.81 -0.01
C 3.00 -4.38 0.77
C -3.06 -4.29 0.79
C 3.99 1.83 2.52
C -1.31 -2.65 0.72
C -3.57 4.62 0.93
C 1.80 -3.69 0.70
C -2.29 -4.50 -3.63
C -4.10 0.41 -1.40
C -3.18 -4.06 2.16
C -2.12 -3.58 0.06
C 2.64 -0.32 1.81
C -4.57 1.50 -0.69
C -2.35 1.87 0.07
C -2.14 4.78 -1.15
C 2.69 1.00 2.62
C -0.96 -2.79 -1.94
C 1.58 -2.79 -0.34
C 2.98 0.11 0.42
C 3.76 -3.28 -1.23
C -2.39 -3.12 2.80
C -3.68 2.26 0.06
C -0.68 -2.75 -3.29
C -1.07 5.41 -1.76
H 4.52 -3.12 -1.98
H -0.83 -1.65 2.56
H -2.82 -5.17 -4.30
H -1.63 2.38 0.69
H -0.10 7.35 0.63
H 4.10 2.14 -0.92
H 2.40 -1.87 -2.11
H 3.39 -1.03 2.16
H -2.37 -0.72 -1.94
H -4.76 -0.20 -2.00
H 1.03 -3.86 1.45
H -5.62 1.76 -0.71
H 5.67 1.87 -0.18
H -3.92 -4.61 2.73
H -5.00 3.22 1.48
H 0.05 -2.05 -3.68
H 1.65 -0.78 1.88
H 3.22 3.16 1.01
H -3.98 5.33 1.64
H 4.86 1.20 2.71
H 4.91 -4.71 -0.13
H 4.87 -0.01 0.93
H 2.51 0.74 3.67
H -3.30 -5.24 -1.89
H 1.86 1.63 2.30
H -2.51 -2.94 3.86
H -2.74 4.05 -1.69
H -1.16 -3.59 -5.20
H 3.17 -5.08 1.58
H -3.70 -5.02 0.31
H 4.90 3.42 1.39
H -0.80 5.18 -2.79
H 3.96 2.54 3.34
*
```

Mulliken population analysis, charges in e, atoms 1 to 5: 1.207 -0.031 -0.784 -0.701 -0.657

A molecular structure, C35H33BrClN7O11STl, computed with wB97M-V/def2-TZVPD.

Energy relative to the best compared isomer or geometry (same formula, charge and spin) (kJ/mol): 63.62
E (eV): -167877.6477

Structure (ORCA input):
```
! RIJCOSX wB97M-V def2-TZVPD def2/J DEFGRID3
* xyz -1 1
Tl 0.02 -1.41 0.34
Br 0.37 3.75 -5.53
Cl -1.68 -3.64 -1.47
S -0.73 0.31 3.15
O 2.23 -1.37 0.42
O 0.32 1.26 2.92
O -2.07 -1.72 -8.38
O 0.18 -1.33 -1.94
O 2.06 -0.29 -2.65
O -2.05 0.68 2.62
O -2.50 -2.75 1.44
O -0.09 -1.30 -9.11
O -3.42 -2.01 3.33
O 0.39 -3.51 0.78
O 1.06 -5.57 0.29
N -2.04 -0.30 -0.15
N 5.15 3.23 -0.57
N 0.81 0.96 0.11
N -0.27 -1.14 2.65
N -5.12 -1.24 1.19
N 4.94 4.02 -1.50
N -0.89 -1.50 -8.21
C 2.86 -0.26 0.27
C 3.47 2.66 -3.01
C -2.37 -2.39 2.59
C -0.93 0.17 4.90
C -4.53 -0.26 0.26
C -1.28 -0.16 9.16
C 2.87 2.21 -0.10
C 0.75 3.34 -0.03
C 4.26 -0.20 0.33
C 2.19 5.03 -3.75
C 2.45 2.63 -3.94
C 4.94 0.99 0.11
C 0.09 -0.11 7.05
C -1.30 -1.58 -5.79
C -2.28 0.15 6.87
C -2.18 0.24 5.49
C 0.47 -1.04 -4.24
C 1.34 -0.82 -5.31
C 3.84 3.87 -2.43
C -0.41 -1.34 -6.82
C -3.35 -0.86 -0.54
C 3.23 5.05 -2.83
C -0.84 -1.44 -4.49
C 0.50 -4.53 0.00
C 0.21 -0.01 5.67
C 0.90 -0.97 -6.61
C 1.81 3.81 -4.29
C 0.14 2.08 0.05
C 2.11 3.40 -0.10
C 2.16 1.00 0.08
C -1.15 -0.04 7.66
C -1.01 -2.27 3.23
C 4.29 2.17 -0.19
C 0.98 -0.85 -2.81
C -0.09 -4.46 -1.41
H -0.31 -0.13 9.64
H -3.49 -0.67 -1.60
H -2.12 0.19 0.75
H -3.34 -1.93 -0.39
H -5.27 0.13 -0.44
H 6.02 1.00 0.11
H -1.48 -1.64 -3.64
H -1.75 -1.11 9.43
H 1.18 -0.06 5.19
H 1.69 5.94 -4.05
H 4.79 -1.12 0.52
H -1.10 -2.18 4.32
H -3.05 0.37 4.87
H 3.56 5.99 -2.41
H 2.36 -0.54 -5.09
H 2.13 1.69 -4.35
H -1.72 0.36 -0.85
H 2.61 4.35 -0.14
H 3.93 1.73 -2.71
H -0.94 2.03 0.13
H -1.90 0.64 9.57
H 0.15 4.23 -0.03
H -2.31 -1.88 -6.00
H -6.03 -0.91 1.49
H 1.56 -0.81 -7.45
H -3.26 0.21 7.34
H -0.45 -3.17 2.98
H 0.58 -3.90 -2.06
H -4.15 -1.83 2.68
H 0.98 -0.25 7.65
H -4.18 0.59 0.86
H -0.24 -5.47 -1.78
H -5.27 -2.12 0.71
*
```

Mulliken population analysis, charges in e, atoms 1 to 5: 2.552 -0.225 -0.120 1.709 -0.850

Number 1: Kohn-Sham gap 8.628 eV, LUMO -2.8 eV. Number 2: Kohn-Sham gap 6.258 eV, LUMO 1.5 eV.